Version one
{
  "formula": "C4H6N2O2",
  "method": "the ωB97M-V functional and the def2-TZVPD basis",
  "homo_ev": -10.192,
  "total_charge": 0,
  "symbols": ["C", "N", "N", "C", "C", "C", "O", "O", "H", "H", "H", "H", "H", "H"],
  "xyz": [[-0.297, -1.845, -1.251], [0.078, -0.700, -1.014], [-0.381, -0.681, 0.468], [0.763, -0.182, 1.098], [-0.345, 0.727, 0.977], [-0.478, 1.893, -0.013], [-1.295, 2.874, 0.243], [0.309, 1.790, -1.184], [0.179, -2.456, -2.112], [-0.961, -2.372, -0.315], [0.928, -0.472, 2.133], [1.905, -0.326, 0.466], [-1.169, 0.988, 1.795], [0.763, 0.761, -1.291]]
}

***

Version two
{
  "formula": "C4H6N2O2",
  "method": "the ωB97M-V functional and the def2-TZVPD basis",
  "homo_ev": -8.636,
  "total_charge": 0,
  "symbols": ["H", "N", "C", "N", "C", "C", "O", "C", "O", "H", "H", "H", "H", "H"],
  "xyz": [[-1.971, 1.822, 1.367], [-1.701, 2.394, 0.618], [-0.740, 1.886, -0.196], [-0.316, 0.480, -0.502], [-0.649, -0.573, 0.386], [-0.046, -1.767, 0.479], [1.115, -2.209, -0.334], [1.751, -0.764, -0.508], [0.944, 0.418, -1.202], [-0.467, 2.680, -1.207], [-1.735, -0.595, 0.518], [-0.671, -2.443, 1.342], [2.069, -0.525, 0.671], [2.417, -0.804, -1.433]]
}

***

Version three
{
  "formula": "C4H6N2O2",
  "method": "the ωB97M-V functional and the def2-TZVPD basis",
  "homo_ev": -9.334,
  "total_charge": 0,
  "symbols": ["C", "C", "N", "N", "C", "C", "O", "O", "H", "H", "H", "H", "H", "H"],
  "xyz": [[-0.329, 1.361, -0.604], [-0.706, -0.069, 1.535], [-0.142, 0.102, 0.214], [1.451, -0.783, -1.435], [1.452, -0.870, -0.181], [-0.798, 0.071, -1.090], [2.089, -1.152, 0.788], [-1.461, -0.641, -1.762], [1.648, -1.503, -2.111], [-1.114, 2.039, -0.265], [0.579, 1.835, -0.953], [-1.750, -0.391, 1.506], [-0.238, -0.814, 2.178], [-0.682, 0.817, 2.180]]
}

***

The computed energies, referenced to the most stable structure and given in kJ/mol, are version one 240.4; version two 423.3; version three 0.0.

***

Version one
{
  "formula": "C4H6N2O2",
  "method": "the ωB97M-V functional and the def2-TZVPD basis",
  "homo_ev": -9.335,
  "total_charge": 0,
  "symbols": ["C", "C", "C", "O", "C", "O", "N", "N", "H", "H", "H", "H", "H", "H"],
  "xyz": [[-1.318, 1.833, 0.150], [-0.055, 1.927, 0.581], [1.050, 0.947, 0.385], [2.205, 1.316, 0.579], [0.775, -0.498, -0.016], [1.864, -1.200, -0.348], [-0.394, -1.064, -0.012], [-0.400, -2.365, -0.431], [-2.025, 2.631, 0.359], [-1.694, 0.990, -0.420], [0.261, 2.818, 1.117], [1.545, -2.113, -0.463], [-1.231, -2.825, -0.039], [-0.583, -2.396, -1.442]]
}

***

Version two
{
  "formula": "C4H6N2O2",
  "method": "the ωB97M-V functional and the def2-TZVPD basis",
  "homo_ev": -8.391,
  "total_charge": 0,
  "symbols": ["C", "C", "C", "C", "H", "H", "H", "H", "H", "H", "N", "N", "O", "O"],
  "xyz": [[0.480, -0.636, 0.483], [1.588, -0.772, -0.720], [0.529, 0.144, -1.088], [-0.851, -0.274, 0.350], [1.252, 1.317, 1.170], [2.761, -0.382, -0.515], [1.726, -1.906, -1.147], [-0.299, -0.360, -1.687], [-1.987, 1.100, -0.519], [-1.838, -2.186, -0.151], [-1.080, 1.023, 0.000], [-1.898, -0.996, 0.020], [0.926, 0.110, 1.593], [0.169, 1.322, -0.522]]
}

***

The computed energies, referenced to the most stable structure and given in kJ/mol, are version one 0.0; version two 849.5.

***

Version one
{
  "formula": "C4H6N2O2",
  "method": "the ωB97M-V functional and the def2-TZVPD basis",
  "homo_ev": -8.790,
  "total_charge": 0,
  "symbols": ["C", "C", "C", "N", "C", "N", "O", "O", "H", "H", "H", "H", "H", "H"],
  "xyz": [[0.353, -0.648, 1.287], [-0.029, 0.137, -0.912], [0.230, 0.629, 0.492], [-0.223, 1.015, -1.895], [-0.232, -1.640, 0.284], [0.232, 1.858, 0.778], [0.519, -1.036, -1.151], [-0.463, -2.802, 0.332], [-0.246, 0.703, -2.851], [-0.415, 1.976, -1.661], [0.369, 2.032, 1.773], [-1.259, -0.678, -0.178], [-0.234, -0.650, 2.205], [1.398, -0.896, 1.495]]
}

***

Version two
{
  "formula": "C4H6N2O2",
  "method": "the ωB97M-V functional and the def2-TZVPD basis",
  "homo_ev": -9.460,
  "total_charge": 0,
  "symbols": ["C", "C", "C", "C", "H", "H", "H", "H", "H", "H", "N", "N", "O", "O"],
  "xyz": [[2.719, -0.603, -0.131], [1.188, -0.781, 0.149], [-0.575, 1.328, 0.096], [-2.236, -0.328, -0.038], [3.584, -1.449, -0.719], [1.198, -1.481, 1.033], [0.404, -1.102, -0.661], [-0.491, 2.427, 0.000], [-2.694, 1.782, 0.091], [-1.509, -1.061, -0.525], [0.515, 0.581, 0.516], [-2.029, 1.075, -0.237], [3.297, 0.557, 0.147], [-3.371, -0.946, 0.278]]
}

***

Version three
{
  "formula": "C4H6N2O2",
  "method": "the ωB97M-V functional and the def2-TZVPD basis",
  "homo_ev": -9.883,
  "total_charge": 0,
  "symbols": ["H", "N", "C", "C", "C", "N", "H", "H", "H", "O", "C", "O", "H", "H"],
  "xyz": [[-1.366, -0.751, 0.193], [-0.493, -0.265, -0.069], [-0.395, 0.980, 0.059], [-1.427, 1.885, 0.747], [0.729, 1.670, -0.326], [1.721, 2.204, -0.545], [-0.719, 2.318, 1.459], [-1.657, 2.627, 0.005], [-2.194, 1.263, 1.051], [0.223, -3.133, 0.095], [1.232, -2.798, -0.511], [1.488, -1.632, -0.979], [2.103, -3.401, -0.655], [0.755, -0.968, -0.524]]
}

***

Version four
{
  "formula": "C4H6N2O2",
  "method": "the ωB97M-V functional and the def2-TZVPD basis",
  "homo_ev": -7.927,
  "total_charge": 0,
  "symbols": ["C", "O", "C", "O", "N", "C", "C", "N", "H", "H", "H", "H", "H", "H"],
  "xyz": [[1.923, -0.755, -0.092], [0.623, -1.473, 0.169], [-0.390, -0.896, 0.115], [-1.453, -1.671, -0.160], [-2.553, -0.823, -0.013], [-2.141, 0.296, 0.033], [-0.624, 0.409, 0.185], [0.202, 1.512, -0.115], [2.053, -0.372, 0.918], [1.932, 0.056, -0.760], [2.652, -1.562, -0.543], [-2.744, 1.168, 0.147], [0.774, 1.834, 0.886], [-0.255, 2.277, -0.770]]
}

***

The computed energies, referenced to the most stable structure and given in kJ/mol, are version one 136.1; version two 419.6; version three 0.0; version four 380.7.

***

Version one
{
  "formula": "C4H6N2O2",
  "method": "the ωB97M-V functional and the def2-TZVPD basis",
  "homo_ev": -9.106,
  "total_charge": 0,
  "symbols": ["H", "N", "C", "N", "C", "C", "C", "O", "O", "H", "H", "H", "H", "H"],
  "xyz": [[-3.130, 0.487, -0.786], [-2.595, -0.493, -0.526], [-1.349, -0.080, -0.072], [-1.035, 1.231, -0.272], [-0.412, -1.170, 0.445], [0.842, -1.195, 0.024], [2.006, -0.243, -0.268], [3.089, -0.295, -0.754], [1.694, 0.996, 0.449], [-0.063, 1.853, -0.006], [-1.731, 1.780, 0.209], [-1.114, -1.991, 0.776], [1.288, -2.229, 0.284], [2.510, 1.351, 0.496]]
}

***

Version two
{
  "formula": "C4H6N2O2",
  "method": "the ωB97M-V functional and the def2-TZVPD basis",
  "homo_ev": -9.596,
  "total_charge": 0,
  "symbols": ["C", "C", "N", "C", "O", "N", "C", "O", "H", "H", "H", "H", "H", "H"],
  "xyz": [[-1.557, 0.393, 0.530], [-0.195, 0.532, -0.004], [0.614, 1.505, 0.113], [1.897, 1.080, -0.273], [2.329, 0.252, 0.851], [1.658, -1.009, 0.754], [0.806, -0.701, -0.498], [1.734, 0.058, -1.261], [-1.814, -0.626, 0.844], [-2.271, 0.904, -0.266], [-1.551, 1.109, 1.396], [2.704, 1.829, -0.458], [2.397, -1.572, 0.323], [0.558, -1.586, -0.881]]
}

***

The computed energies, referenced to the most stable structure and given in kJ/mol, are version one 0.0; version two 39.7.